1.
This record from OMol25 describes a molecular structure, C27H23AsCoN3O2. The level of theory is ωB97M-V/def2-TZVPD.

```
57
C27H23AsCoN3O2 (ωB97M-V/def2-TZVPD)
Co 1.04297 -1.48908 1.05136
N 0.24296 -0.81559 2.74168
C -1.17021 -1.12351 2.64334
C -2.17359 -0.34211 3.12100
C -3.52210 -0.75085 2.95955
C -3.82675 -1.93587 2.35666
C -2.79245 -2.74537 1.81930
C -3.00106 -3.96029 1.12560
C -1.93939 -4.61712 0.56791
C -0.65693 -4.04633 0.65473
N -0.42372 -2.92889 1.30927
C -1.46984 -2.30365 1.92829
H 0.39855 0.12355 3.08818
H 0.70454 -1.46708 3.37650
H -1.94833 0.58063 3.64248
H -4.30936 -0.11301 3.33651
H -4.85431 -2.26199 2.26204
H -4.00654 -4.35192 1.03241
H -2.07045 -5.54928 0.03794
H 0.19424 -4.50837 0.16889
O 3.01551 -1.48462 1.50441
N 3.31930 -1.88827 0.36709
O 2.26141 -2.08275 -0.31949
C -2.81753 3.51954 -0.02093
C -2.00905 3.27567 1.08106
C -0.97797 2.35387 0.99052
C -0.72905 1.68468 -0.20686
C -1.56120 1.90961 -1.29822
C -2.60022 2.82726 -1.20204
As 0.75673 0.44806 -0.33556
C 0.71253 -0.05630 -2.18886
C 0.17679 -1.29790 -2.51323
C 0.05824 -1.68065 -3.84189
C 0.48203 -0.82341 -4.84705
C 1.00888 0.42062 -4.52672
C 1.11778 0.81024 -3.20004
C 2.36246 1.50834 -0.12492
C 3.43340 1.33525 -0.99564
C 4.63054 2.00150 -0.76632
C 4.76972 2.82804 0.33698
C 3.70966 2.98709 1.21924
C 2.51384 2.32299 0.99386
H -3.61778 4.24463 0.04432
H -2.18010 3.80531 2.00941
H -0.37407 2.15704 1.86874
H -1.40507 1.37786 -2.22723
H -3.23764 3.00301 -2.05858
H -0.14092 -1.97330 -1.72684
H -0.36113 -2.64645 -4.09141
H 0.39877 -1.12334 -5.88334
H 1.33520 1.09039 -5.31133
H 1.50134 1.79290 -2.95632
H 3.35107 0.66772 -1.84223
H 5.45567 1.86885 -1.45363
H 5.70582 3.33970 0.51692
H 3.81487 3.62643 2.08594
H 1.70192 2.45650 1.69652
```

The calculation puts the energy at -4975.7088 a.u. As for the total charge: +1. As for the spin multiplicity: 2. The expectation value of S² is 0.766. The max |F| is 0.7 eV/A. The HOMO energy (alpha / beta) is -0.41764 / -0.42838 Eh. The value obtained for the energy relative to the best compared isomer or geometry (same formula, charge and spin) is 74.99 kJ/mol. The LUMO energy (alpha / beta) comes out at -3.491 / -3.610 eV.

Charges computed using Löwdin, reported in e: number 1, Co, carries 0.393; number 2, N, carries 0.062; number 3, C, carries -0.221; number 4, C, carries 0.002; number 5, C, carries -0.037; number 6, C, carries -0.004; number 7, C, carries -0.134; number 8, C, carries 0.028; number 9, C, carries -0.017; number 10, C, carries -0.075; number 11, N, carries 0.051; number 12, C, carries -0.165; number 13, H, carries 0.117; number 14, H, carries 0.138; number 15, H, carries 0.123; number 16, H, carries 0.118; number 17, H, carries 0.125; number 18, H, carries 0.131; number 19, H, carries 0.118; number 20, H, carries 0.130; number 21, O, carries -0.126; number 22, N, carries -0.115; number 23, O, carries -0.208; number 24, C, carries -0.070; number 25, C, carries -0.075; number 26, C, carries -0.135; number 27, C, carries -0.340; number 28, C, carries -0.086; number 29, C, carries -0.063; number 30, As, carries 1.372; number 31, C, carries -0.395; number 32, C, carries -0.114; number 33, C, carries -0.065; number 34, C, carries -0.064; number 35, C, carries -0.061; number 36, C, carries -0.111; number 37, C, carries -0.354; number 38, C, carries -0.110; number 39, C, carries -0.061; number 40, C, carries -0.067; number 41, C, carries -0.070; number 42, C, carries -0.109; number 43, H, carries 0.111; number 44, H, carries 0.109; number 45, H, carries 0.074; number 46, H, carries 0.098; number 47, H, carries 0.112; number 48, H, carries 0.083; number 49, H, carries 0.109; number 50, H, carries 0.111; number 51, H, carries 0.112; number 52, H, carries 0.113; number 53, H, carries 0.100; number 54, H, carries 0.112; number 55, H, carries 0.111; number 56, H, carries 0.109; number 57, H, carries 0.079

2.
This record from OMol25 describes H5NOSSi in the gas phase. The level of theory is ωB97M-V/def2-TZVPD.

```
9
H5NOSSi (ωB97M-V/def2-TZVPD)
N 0.80017 -0.45284 -1.17192
O -0.76244 1.40205 0.34101
Si 0.47112 0.26937 0.54164
S -0.52108 -1.24049 1.75093
H 1.07369 -1.51563 -1.27232
H 0.09306 -0.35951 -1.93121
H -0.38935 2.13456 -0.04187
H 1.78443 0.71065 0.88417
H -1.68857 -0.50790 1.85986
```

As for the structure (SMILES): N[Si@@H](O)S. The calculation puts the energy at -820.7419 a.u. As for the spin multiplicity: 1. The max |F| is 4.7 eV/A. The HOMO energy is -0.33729 Eh. The value obtained for the energy relative to the best compared isomer or geometry (same formula, charge and spin) is 67.61 kJ/mol. The LUMO energy comes out at 0.605 eV.

Charges computed using Löwdin, reported in e: number 1, N, carries -0.193; number 2, O, carries -0.211; number 3, Si, carries 0.188; number 4, S, carries 0.393; number 5, H, carries 0.050; number 6, H, carries 0.005; number 7, H, carries -0.016; number 8, H, carries -0.042; number 9, H, carries -0.173

3.
This record from OMol25 describes a molecular structure, C7H10INO2. The level of theory is ωB97M-V/def2-TZVPD.

```
21
C7H10INO2 (ωB97M-V/def2-TZVPD)
C 0.07247 -1.67828 2.10578
C 1.00302 -2.41338 1.81380
C 0.32443 1.79336 -0.59510
C 0.93228 2.62580 -1.46820
C 1.52943 -0.25300 -0.56551
C -0.92657 1.51191 1.32066
C 0.43428 -2.11705 -1.27143
N 0.47242 0.44875 -0.53987
O -0.68248 2.30649 0.22802
O 1.57089 -1.54543 -0.69061
I 3.52772 0.25592 0.01106
H -0.70525 -0.99539 2.05354
H 1.70223 -3.26615 1.84690
H 0.70162 3.61860 -1.41098
H 1.75751 2.37200 -2.15530
H 0.09847 0.97225 1.53080
H -1.56335 0.62213 1.04305
H -1.38151 2.16141 2.06874
H 0.31778 -1.57229 -2.13886
H -0.42992 -1.89467 -0.58279
H 0.69004 -3.05720 -1.57681
```

The calculation puts the energy at -775.4668 a.u. As for the spin multiplicity: 1. The max |F| is 3.4 eV/A. The HOMO energy is -0.30308 Eh. The value obtained for the energy relative to the best compared isomer or geometry (same formula, charge and spin) is 399.26 kJ/mol. The LUMO energy comes out at 0.321 eV.

Charges computed using Löwdin, reported in e: number 1, C, carries 0.023; number 2, C, carries 0.011; number 3, C, carries -0.433; number 4, C, carries 0.078; number 5, C, carries -0.827; number 6, C, carries -0.133; number 7, C, carries -0.051; number 8, N, carries 0.104; number 9, O, carries -0.095; number 10, O, carries -0.238; number 11, I, carries 0.872; number 12, H, carries -0.014; number 13, H, carries 0.061; number 14, H, carries 0.025; number 15, H, carries 0.067; number 16, H, carries 0.102; number 17, H, carries 0.087; number 18, H, carries 0.099; number 19, H, carries 0.072; number 20, H, carries 0.113; number 21, H, carries 0.075

4.
This record from OMol25 describes 2 unconnected molecules or ions with the total composition CFO5S. The level of theory is ωB97M-V/def2-TZVPD.

```
8
CFO5S (ωB97M-V/def2-TZVPD)
C 1.77008 -0.08459 -0.12409
O 1.92965 1.02502 -0.39627
O 1.98815 -1.16524 0.13786
O -0.24205 -0.12555 -1.07616
O -0.15299 0.41499 1.22535
O -2.58608 -0.41365 0.10879
F -3.73779 0.37957 -0.23257
S -0.82679 -0.44237 0.22326
```

The calculation puts the energy at -912.3142 a.u. As for the total charge: -1. As for the spin multiplicity: 1. The max |F| is 4.2 eV/A. The HOMO energy is -0.19797 Eh. The value obtained for the energy relative to the best compared isomer or geometry (same formula, charge and spin) is 83.34 kJ/mol. The LUMO energy comes out at 3.833 eV.

Charges computed using Löwdin, reported in e: number 1, C, carries -0.630; number 2, O, carries 0.161; number 3, O, carries 0.173; number 4, O, carries -0.427; number 5, O, carries -0.439; number 6, O, carries -0.407; number 7, F, carries -0.217; number 8, S, carries 0.787